Entry 1:
{
  "formula": "C3H2BrClN2",
  "method": "ωB97M-V/def2-TZVPD",
  "homo_lumo_gap_ha": 0.27614,
  "energy_ev": -88681.92135,
  "de_lowest_ev": 5.101,
  "max_force_ev_per_a": 5.22,
  "species": ["C", "C", "C", "N", "N", "Cl", "Br", "H", "H"],
  "coordinates": [[-0.764, -0.795, -0.107], [-2.000, -0.272, -0.371], [-0.793, 1.821, -0.127], [0.363, -0.180, -0.005], [0.281, 1.127, 0.147], [-0.968, 3.430, -0.080], [-3.780, -0.103, 0.107], [-0.523, -1.732, -0.390], [1.253, 1.429, 0.506]],
  "lowdin_charge": [-0.3474, -0.4927, -0.6535, -0.0450, -0.1359, 0.7164, 0.6878, 0.0755, 0.1950]
}

---

Entry 2:
{
  "formula": "C7H12",
  "method": "ωB97M-V/def2-TZVPD",
  "homo_lumo_gap_ha": 0.34420,
  "energy_ev": -7450.55143,
  "de_lowest_ev": 2.880,
  "max_force_ev_per_a": 2.93,
  "smiles": "C=C(C)C/C=C/C",
  "species": ["C", "C", "C", "C", "C", "C", "C", "H", "H", "H", "H", "H", "H", "H", "H", "H", "H", "H", "H"],
  "coordinates": [[-0.233, -2.364, -0.099], [-0.567, -1.192, 0.470], [-1.973, -0.632, 0.449], [0.421, -0.445, 1.333], [1.213, 0.572, 0.481], [0.831, 0.938, -0.772], [0.980, 2.335, -1.359], [-0.854, -2.835, -0.856], [0.576, -2.849, 0.444], [-2.091, 0.171, 1.195], [-2.743, -1.370, 0.593], [-2.099, -0.167, -0.557], [-0.105, 0.091, 2.118], [1.202, -1.177, 1.587], [2.141, 0.932, 0.966], [0.540, 0.055, -1.383], [1.969, 2.365, -1.840], [0.168, 2.460, -2.095], [0.623, 3.113, -0.674]],
  "lowdin_charge": [0.0347, -0.4099, -0.0628, -0.1744, -0.1054, -0.1763, -0.1049, 0.0642, 0.0608, 0.0778, 0.0672, 0.0879, 0.1078, 0.1040, 0.1069, 0.1093, 0.0756, 0.0664, 0.0710]
}

---

Entry 3:
{
  "formula": "C5H7N3",
  "method": "ωB97M-V/def2-TZVPD",
  "homo_lumo_gap_ha": 0.35526,
  "energy_ev": -9761.25608,
  "de_lowest_ev": 8.132,
  "max_force_ev_per_a": 7.11,
  "smiles": "C#C/C(=N/N)N1CC1",
  "species": ["C", "C", "C", "N", "N", "N", "C", "C", "H", "H", "H", "H", "H", "H", "H"],
  "coordinates": [[-3.310, -0.289, -0.004], [-2.128, -0.205, -0.144], [-0.756, 0.205, -0.205], [-0.501, 1.443, 0.052], [0.810, 1.797, -0.205], [0.055, -0.961, -0.366], [1.318, -0.798, -0.713], [1.088, -1.053, 0.698], [-4.297, -0.550, -0.146], [1.303, 1.226, 0.664], [0.522, 2.732, 0.114], [1.778, -1.787, -1.076], [1.514, 0.294, -1.057], [1.208, -1.896, 1.170], [1.394, -0.155, 1.217]],
  "lowdin_charge": [0.1351, -0.0556, -0.3469, 0.0002, -0.0438, -0.0324, -0.2297, -0.0745, 0.0096, 0.1299, 0.0924, 0.1434, 0.1307, 0.0566, 0.0849]
}

---

Entry 4:
{
  "formula": "H24O12",
  "method": "ωB97M-V/def2-TZVPD",
  "homo_lumo_gap_ha": 0.34119,
  "energy_ev": -24956.71086,
  "de_lowest_ev": 4.984,
  "max_force_ev_per_a": 10.69,
  "species": ["O", "H", "H", "H", "O", "H", "O", "H", "H", "O", "H", "H", "O", "H", "H", "O", "H", "H", "O", "H", "H", "O", "H", "H", "O", "H", "H", "O", "H", "H", "O", "H", "H", "O", "H", "H"],
  "coordinates": [[6.705, 18.617, 16.439], [6.078, 17.793, 16.680], [6.417, 19.536, 16.784], [7.364, 18.424, 15.694], [7.470, 18.958, 13.831], [8.027, 18.777, 13.092], [4.755, 18.660, 13.877], [4.467, 19.471, 13.576], [5.600, 18.918, 14.097], [8.942, 16.715, 17.644], [9.445, 15.823, 17.666], [9.263, 16.953, 16.765], [5.296, 22.915, 16.923], [4.595, 22.582, 16.234], [5.885, 22.107, 17.148], [7.140, 21.045, 17.623], [7.979, 21.044, 17.258], [7.095, 21.097, 18.639], [7.662, 21.489, 14.197], [8.511, 21.812, 14.399], [7.596, 20.481, 14.167], [6.818, 15.832, 13.777], [6.064, 15.281, 13.953], [6.487, 16.758, 13.652], [3.632, 19.014, 16.129], [4.051, 19.016, 15.186], [2.939, 19.687, 16.141], [9.599, 17.946, 15.082], [10.181, 17.560, 14.438], [8.833, 18.195, 14.629], [5.347, 18.485, 19.171], [4.323, 18.661, 19.404], [5.243, 17.500, 19.168], [5.254, 15.997, 16.755], [5.515, 15.209, 16.564], [4.211, 16.062, 16.702]],
  "lowdin_charge": [0.1402, 0.1616, 0.1413, 0.1163, -0.3570, -0.0148, 0.0341, 0.0415, -0.0397, -0.1092, 0.0832, -0.0278, -0.1589, 0.0742, -0.0014, -0.0299, 0.0367, 0.1492, -0.1052, -0.0158, -0.0408, -0.0690, 0.0101, 0.0223, -0.1244, -0.0114, 0.0269, -0.0319, 0.0525, -0.0775, -0.1225, 0.1211, 0.0387, 0.0040, -0.0646, 0.1479]
}

---

Entry 5:
{
  "formula": "C35H42N5O2",
  "method": "ωB97M-V/def2-TZVPD",
  "homo_lumo_gap_ha": 0.21140,
  "energy_ev": -48514.27009,
  "de_lowest_ev": 1.319,
  "charge": 1,
  "max_force_ev_per_a": 2.40,
  "species": ["C", "O", "C", "C", "C", "C", "N", "C", "N", "C", "C", "C", "C", "C", "H", "H", "H", "H", "H", "H", "H", "H", "H", "H", "H", "H", "C", "N", "C", "O", "C", "C", "C", "C", "C", "C", "C", "C", "N", "C", "C", "C", "C", "C", "C", "C", "N", "C", "C", "C", "C", "C", "C", "C", "H", "H", "H", "H", "H", "H", "H", "H", "H", "H", "H", "H", "H", "H", "H", "H", "H", "H", "H", "H", "H", "H", "H", "H", "H", "H", "H", "H", "H", "H"],
  "coordinates": [[4.660, -1.096, 3.599], [3.805, 0.004, 4.008], [2.457, -0.195, 4.033], [1.640, 0.897, 4.434], [0.258, 0.761, 4.448], [-0.328, -0.470, 4.123], [-1.719, -0.609, 4.150], [-2.589, 0.358, 3.698], [-3.806, -0.241, 3.807], [-5.055, 0.329, 3.382], [-3.722, -1.502, 4.421], [-2.412, -1.746, 4.614], [0.470, -1.561, 3.763], [1.855, -1.428, 3.681], [5.662, -0.676, 3.686], [4.553, -1.968, 4.263], [4.465, -1.401, 2.559], [2.126, 1.828, 4.725], [-0.383, 1.587, 4.754], [-4.856, 1.260, 2.839], [-5.603, -0.366, 2.727], [-5.708, 0.540, 4.241], [-4.603, -2.074, 4.646], [-1.911, -2.574, 5.077], [0.017, -2.513, 3.488], [2.473, -2.266, 3.351], [-2.053, 9.137, 1.320], [-1.769, 7.843, 1.897], [-1.209, 7.722, 3.137], [-0.865, 8.662, 3.850], [-1.094, 6.230, 3.439], [-1.975, 5.801, 4.611], [-1.573, 6.462, 5.916], [-0.584, 5.889, 6.717], [-0.172, 6.526, 7.892], [-0.750, 7.744, 8.268], [-1.745, 8.318, 7.468], [-2.155, 7.673, 6.303], [-1.482, 5.621, 2.161], [-1.448, 4.287, 1.974], [-1.854, 3.672, 0.795], [-1.873, 2.306, 0.524], [-2.286, 1.752, -0.739], [-2.267, 0.346, -0.967], [-2.667, -0.193, -2.173], [-3.112, 0.642, -3.225], [-3.518, 0.106, -4.450], [-4.898, -0.224, -4.728], [-2.607, -0.053, -5.562], [-3.137, 2.037, -3.019], [-2.732, 2.578, -1.815], [-1.939, 6.598, 1.158], [-3.427, 6.428, 0.813], [-1.032, 6.614, -0.081], [-1.837, 9.894, 2.077], [-1.432, 9.317, 0.433], [-3.108, 9.201, 1.024], [-0.038, 6.000, 3.674], [-3.015, 6.067, 4.359], [-1.914, 4.708, 4.704], [-0.140, 4.942, 6.402], [0.599, 6.064, 8.511], [-0.430, 8.247, 9.180], [-2.209, 9.267, 7.742], [-2.925, 8.118, 5.672], [-1.077, 3.710, 2.825], [-2.195, 4.326, -0.004], [-1.537, 1.620, 1.308], [-1.926, -0.308, -0.163], [-2.657, -1.268, -2.352], [-5.504, -0.013, -3.841], [-5.273, 0.363, -5.578], [-4.986, -1.289, -4.986], [-1.608, 0.278, -5.258], [-2.566, -1.107, -5.868], [-2.942, 0.539, -6.425], [-3.483, 2.676, -3.831], [-2.767, 3.663, -1.708], [-4.021, 6.532, 1.732], [-3.724, 7.204, 0.097], [-3.639, 5.449, 0.380], [-0.005, 6.836, 0.241], [-1.024, 5.652, -0.597], [-1.374, 7.389, -0.777]],
  "lowdin_charge": [-0.0579, -0.0941, -0.2679, 0.0040, -0.0297, -0.2478, -0.0792, -0.0136, -0.1877, -0.0607, -0.0514, -0.0380, -0.0133, -0.0115, 0.0929, 0.0970, 0.0956, 0.1165, 0.0972, 0.0796, 0.0932, 0.0933, 0.1183, 0.1176, 0.1157, 0.1050, 0.0002, -0.0381, -0.3689, 0.0945, -0.1481, -0.0822, -0.2351, -0.0438, -0.0729, -0.0748, -0.0637, -0.0514, 0.0500, 0.0375, -0.0658, 0.0527, -0.1975, -0.0013, 0.0188, -0.2329, -0.2566, -0.0678, -0.0673, 0.0147, -0.0028, -0.4618, 0.0190, 0.0197, 0.1022, 0.0975, 0.0963, 0.1804, 0.1338, 0.1159, 0.1102, 0.1064, 0.1067, 0.1101, 0.1168, 0.1503, 0.0540, 0.1063, 0.1218, 0.1272, 0.0926, 0.0851, 0.0862, 0.0931, 0.0863, 0.0851, 0.1285, 0.1057, 0.1058, 0.0952, 0.0733, 0.1116, 0.0731, 0.0952]
}

---

Entry 6:
{
  "formula": "C20H35N9O2",
  "method": "ωB97M-V/def2-TZVPD",
  "homo_lumo_gap_ha": 0.34167,
  "energy_ev": -38809.02419,
  "de_lowest_ev": 2.911,
  "max_force_ev_per_a": 6.78,
  "smiles": "CN(C)C=O.CN(C)C=O.CC#N.CC#N.CC#N.CC#N.CC#N.CC#N.CC#N",
  "species": ["C", "N", "C", "C", "O", "H", "H", "H", "H", "H", "H", "H", "C", "N", "C", "C", "O", "H", "H", "H", "H", "H", "H", "H", "C", "C", "N", "H", "H", "H", "C", "C", "N", "H", "H", "H", "C", "C", "N", "H", "H", "H", "C", "C", "N", "H", "H", "H", "C", "C", "N", "H", "H", "H", "C", "C", "N", "H", "H", "H", "C", "C", "N", "H", "H", "H"],
  "coordinates": [[-4.102, -4.914, -3.318], [-4.117, -3.491, -3.200], [-5.190, -2.867, -2.378], [-3.061, -2.760, -3.557], [-2.831, -1.563, -3.220], [-3.260, -5.294, -3.898], [-4.964, -5.398, -3.776], [-4.017, -5.324, -2.312], [-4.763, -2.101, -1.730], [-6.060, -2.444, -2.880], [-5.534, -3.628, -1.677], [-2.394, -3.292, -4.253], [5.763, -2.891, -0.772], [5.888, -3.477, 0.548], [7.252, -3.590, 1.038], [4.787, -3.801, 1.280], [4.878, -4.261, 2.425], [4.897, -3.438, -1.143], [6.575, -3.178, -1.441], [5.500, -1.835, -0.832], [7.970, -3.913, 0.284], [7.732, -2.688, 1.417], [7.355, -4.344, 1.819], [3.827, -3.648, 0.763], [0.794, 0.915, 0.325], [-0.026, 1.501, 1.399], [-0.625, 1.988, 2.253], [0.316, -0.050, 0.158], [1.845, 0.801, 0.591], [0.675, 1.532, -0.566], [-6.248, 4.944, 1.545], [-6.704, 4.625, 2.865], [-7.066, 4.317, 3.906], [-7.069, 4.644, 0.894], [-5.302, 4.448, 1.331], [-6.164, 6.031, 1.567], [-2.220, -5.032, 2.540], [-3.660, -4.752, 2.770], [-4.746, -4.564, 2.890], [-1.895, -4.854, 1.515], [-1.972, -5.979, 3.021], [-1.690, -4.297, 3.146], [6.962, 6.760, 0.606], [6.302, 5.571, 1.181], [5.776, 4.674, 1.650], [6.381, 7.559, 1.066], [6.864, 6.744, -0.480], [8.033, 6.667, 0.781], [-0.310, 5.344, -4.055], [0.609, 5.781, -3.014], [1.371, 6.149, -2.205], [-1.104, 6.068, -4.238], [-0.740, 4.394, -3.736], [0.145, 5.372, -5.046], [1.872, 0.412, -5.748], [1.388, -0.692, -6.532], [0.994, -1.644, -7.161], [1.394, 0.413, -4.769], [1.807, 1.367, -6.270], [2.914, 0.291, -5.451], [-3.885, 1.392, 8.433], [-2.786, 0.642, 9.056], [-2.053, -0.033, 9.652], [-4.098, 2.116, 9.219], [-4.682, 0.689, 8.191], [-3.526, 1.889, 7.532]],
  "lowdin_charge": [-0.0779, -0.1870, -0.0182, -0.3223, -0.0476, 0.0871, 0.0902, 0.0886, 0.0832, 0.0896, 0.0816, 0.1320, -0.0689, -0.1935, -0.0590, -0.3116, -0.0075, 0.0766, 0.0891, 0.0861, 0.0798, 0.0892, 0.0867, 0.1329, -0.0688, -0.2857, 0.1198, 0.0767, 0.0822, 0.0756, -0.0733, -0.3180, 0.1281, 0.0870, 0.0905, 0.0856, -0.0617, -0.2986, 0.1266, 0.0781, 0.0802, 0.0757, -0.0652, -0.2975, 0.1196, 0.0841, 0.0783, 0.0806, -0.0836, -0.2802, 0.1196, 0.0807, 0.0824, 0.0814, -0.0953, -0.2660, 0.1136, 0.0823, 0.0838, 0.0823, -0.0689, -0.2924, 0.1131, 0.0821, 0.0852, 0.0808]
}